No. 1
{
  "formula": "C43H77BF7N14O3S",
  "method": "ωB97M-V/def2-TZVPD",
  "lumo_energy_ev": [-8.13, -8.13],
  "total_charge": 4,
  "spin_multiplicity": 2,
  "symbols": ["C", "C", "N", "C", "C", "N", "C", "C", "H", "H", "H", "H", "H", "H", "H", "H", "H", "H", "H", "C", "C", "N", "C", "C", "N", "C", "C", "H", "H", "H", "H", "H", "H", "H", "H", "H", "H", "H", "C", "C", "N", "C", "C", "N", "C", "C", "H", "H", "H", "H", "H", "H", "H", "H", "H", "H", "H", "C", "C", "N", "C", "C", "N", "C", "C", "H", "H", "H", "H", "H", "H", "H", "H", "H", "H", "H", "C", "C", "N", "C", "C", "N", "C", "C", "H", "H", "H", "H", "H", "H", "H", "H", "H", "H", "H", "C", "C", "N", "C", "C", "N", "C", "C", "H", "H", "H", "H", "H", "H", "H", "H", "H", "H", "H", "C", "C", "N", "C", "C", "N", "C", "C", "H", "H", "H", "H", "H", "H", "H", "H", "H", "H", "H", "B", "F", "F", "F", "F", "C", "F", "F", "F", "S", "O", "O", "O"],
  "xyz": [[-2.06, 0.04, 3.26], [-1.68, -1.02, 4.38], [-2.93, -1.68, 4.87], [-3.67, -2.66, 4.11], [-4.62, -3.12, 4.97], [-4.53, -2.53, 6.17], [-3.54, -1.59, 6.13], [-5.36, -2.87, 7.35], [-1.24, 0.69, 2.96], [-2.93, 0.56, 3.66], [-2.45, -0.39, 2.34], [-1.30, -0.49, 5.25], [-1.01, -1.77, 3.96], [-3.37, -2.98, 3.12], [-5.32, -3.94, 4.88], [-3.20, -0.90, 6.89], [-5.42, -2.01, 8.03], [-4.95, -3.75, 7.84], [-6.37, -2.90, 6.94], [-3.13, -3.36, 0.37], [-2.23, -3.82, -0.82], [-2.42, -2.97, -1.98], [-2.91, -3.38, -3.18], [-2.96, -2.28, -4.02], [-2.41, -1.19, -3.34], [-2.08, -1.63, -2.06], [-1.98, 0.13, -3.83], [-4.20, -3.49, 0.19], [-2.79, -2.40, 0.76], [-2.95, -4.07, 1.17], [-2.45, -4.86, -1.02], [-1.20, -3.61, -0.54], [-3.20, -4.41, -3.34], [-3.30, -2.06, -5.02], [-1.68, -1.02, -1.27], [-2.62, 0.93, -3.47], [-1.97, 0.10, -4.92], [-0.92, 0.19, -3.57], [4.38, 2.98, -4.42], [3.28, 2.30, -3.58], [3.76, 1.10, -2.95], [3.52, -0.21, -3.47], [4.22, -1.02, -2.64], [4.90, -0.28, -1.60], [4.48, 1.00, -1.83], [5.87, -0.83, -0.64], [4.51, 2.43, -5.35], [5.36, 2.97, -3.93], [4.19, 4.02, -4.70], [2.35, 2.09, -4.11], [2.86, 2.89, -2.76], [3.03, -0.37, -4.41], [4.42, -2.08, -2.62], [4.65, 1.93, -1.30], [6.80, -0.26, -0.64], [6.01, -1.90, -0.80], [5.43, -0.73, 0.35], [1.79, 7.98, 3.25], [0.58, 7.93, 2.27], [0.29, 6.54, 1.82], [1.18, 5.55, 1.59], [0.47, 4.46, 1.10], [-0.89, 4.69, 1.16], [-0.95, 6.03, 1.53], [-2.00, 3.88, 0.83], [2.72, 8.07, 2.69], [1.87, 7.09, 3.88], [1.76, 8.88, 3.85], [0.66, 8.68, 1.49], [-0.33, 8.25, 2.78], [2.24, 5.67, 1.76], [0.82, 3.54, 0.67], [-1.88, 6.58, 1.56], [-2.50, 3.73, 1.79], [-1.70, 2.96, 0.32], [-2.77, 4.52, 0.40], [-0.83, 6.57, -2.00], [0.53, 5.92, -2.30], [0.51, 5.10, -3.50], [-0.13, 3.87, -3.52], [-0.02, 3.30, -4.77], [0.83, 4.13, -5.53], [1.10, 5.24, -4.75], [1.15, 3.84, -6.91], [-1.50, 5.83, -1.56], [-1.28, 7.04, -2.89], [-0.78, 7.35, -1.24], [0.86, 5.35, -1.43], [1.17, 6.80, -2.37], [-0.67, 3.55, -2.64], [-0.43, 2.42, -5.24], [1.70, 6.09, -5.04], [0.61, 4.37, -7.69], [1.19, 2.76, -7.07], [2.18, 4.20, -6.90], [1.45, -2.90, 6.57], [2.34, -1.72, 6.26], [2.32, -1.48, 4.81], [2.13, -0.19, 4.27], [1.91, -0.28, 2.91], [2.19, -1.54, 2.51], [2.42, -2.32, 3.65], [1.89, -2.09, 1.22], [1.30, -2.87, 7.65], [1.89, -3.83, 6.22], [0.50, -2.88, 6.04], [3.33, -1.91, 6.66], [2.02, -0.83, 6.80], [1.88, 0.63, 4.93], [1.71, 0.45, 2.13], [2.60, -3.38, 3.64], [0.87, -1.80, 0.94], [1.75, -3.17, 1.29], [2.55, -1.87, 0.38], [0.99, -3.55, -2.27], [2.15, -4.38, -2.89], [1.83, -5.79, -2.72], [1.66, -6.78, -3.72], [1.43, -7.95, -3.09], [1.31, -7.78, -1.73], [1.61, -6.46, -1.56], [1.17, -8.82, -0.69], [0.83, -3.76, -1.21], [0.04, -3.73, -2.77], [1.14, -2.47, -2.23], [3.07, -4.10, -2.38], [2.38, -4.06, -3.90], [1.70, -6.56, -4.78], [1.28, -8.98, -3.38], [1.59, -6.04, -0.57], [1.46, -9.82, -1.01], [0.12, -8.91, -0.40], [1.74, -8.57, 0.20], [0.06, 0.89, -0.88], [-0.12, 0.60, 0.40], [-1.12, 1.40, -1.37], [1.17, 1.76, -1.08], [0.32, -0.27, -1.64], [-4.88, 0.37, -0.28], [-5.04, -0.37, -1.35], [-3.58, 0.35, -0.03], [-5.30, 1.62, -0.52], [-5.88, -0.43, 1.17], [-5.27, -1.69, 1.62], [-5.93, 0.57, 2.33], [-7.25, -0.55, 0.66]],
  "mulliken_spin": [0.00, 0.01, -0.02, 0.00, 0.00, 0.00, 0.00, 0.00, -0.03, 0.00, 0.01, 0.01, 0.04, 0.01, 0.00, 0.00, 0.00, 0.00, 0.00, -0.03, -0.02, -0.01, 0.00, 0.00, 0.00, 0.00, 0.00, 0.00, 0.02, 0.00, 0.00, 0.03, 0.00, 0.00, 0.01, 0.00, 0.00, 0.00, 0.00, 0.00, 0.00, 0.00, 0.00, -0.01, 0.00, 0.01, 0.00, 0.00, 0.00, 0.00, 0.00, 0.00, 0.00, 0.00, 0.00, 0.00, 0.00, 0.00, 0.00, 0.00, 0.00, -0.01, 0.00, 0.00, 0.00, 0.00, 0.00, 0.00, 0.00, 0.00, 0.00, 0.00, 0.00, 0.00, 0.00, 0.00, 0.00, 0.00, 0.00, 0.00, 0.00, 0.00, 0.00, 0.00, 0.00, 0.00, 0.00, 0.00, 0.00, 0.00, 0.00, 0.00, 0.00, 0.00, 0.00, -0.01, 0.03, 0.14, 0.01, 0.00, 0.13, 0.62, 0.06, 0.00, 0.01, 0.01, -0.02, 0.00, 0.01, -0.01, 0.02, 0.03, -0.08, 0.02, -0.01, 0.00, 0.00, 0.00, 0.00, 0.00, 0.00, 0.00, 0.01, 0.00, 0.00, 0.00, 0.00, 0.00, 0.00, 0.00, 0.00, 0.00, 0.00, 0.00, 0.00, 0.00, 0.00, -0.01, 0.00, 0.00, 0.00, 0.00, 0.00, 0.00, 0.00, 0.00]
}


No. 2
{
  "formula": "C43H79ClN7O27",
  "method": "ωB97M-V/def2-TZVPD",
  "lumo_energy_ev": -1.02,
  "total_charge": -1,
  "symbols": ["C", "N", "C", "C", "C", "C", "O", "H", "H", "H", "H", "H", "H", "H", "H", "H", "H", "H", "H", "H", "H", "C", "C", "O", "O", "H", "H", "H", "Cl", "O", "O", "O", "O", "C", "N", "O", "O", "H", "H", "H", "C", "N", "O", "O", "H", "H", "H", "C", "C", "C", "O", "C", "N", "H", "H", "H", "H", "H", "H", "H", "H", "H", "H", "H", "C", "C", "C", "O", "C", "N", "H", "H", "H", "H", "H", "H", "H", "H", "H", "H", "H", "C", "C", "C", "O", "C", "N", "H", "H", "H", "H", "H", "H", "H", "H", "H", "H", "H", "C", "C", "C", "O", "C", "N", "H", "H", "H", "H", "H", "H", "H", "H", "H", "H", "H", "C", "C", "C", "O", "C", "C", "C", "O", "O", "O", "H", "H", "H", "H", "C", "C", "C", "O", "C", "C", "C", "O", "O", "O", "H", "H", "H", "H", "C", "C", "C", "O", "C", "C", "C", "O", "O", "O", "H", "H", "H", "H"],
  "xyz": [[-12.13, -3.87, 16.13], [-12.95, -3.96, 17.42], [-13.43, -2.52, 17.82], [-14.28, -4.80, 17.10], [-11.96, -4.58, 18.43], [-12.48, -4.60, 19.95], [-13.77, -5.03, 20.02], [-12.60, -3.20, 15.41], [-12.07, -4.87, 15.71], [-11.10, -3.54, 16.26], [-12.62, -1.90, 18.20], [-14.17, -2.56, 18.63], [-13.84, -2.01, 16.95], [-13.92, -5.81, 16.90], [-14.76, -4.40, 16.21], [-15.08, -4.73, 17.83], [-10.96, -4.16, 18.41], [-11.93, -5.58, 18.01], [-12.47, -3.57, 20.32], [-11.71, -5.19, 20.46], [-13.79, -5.89, 20.46], [-14.52, 0.30, 10.00], [-15.87, 0.91, 10.03], [-16.85, 0.22, 10.41], [-16.06, 2.08, 9.59], [-14.43, -0.74, 10.33], [-13.77, 0.90, 10.50], [-14.22, 0.16, 8.96], [-10.25, -11.34, 15.99], [-11.33, -10.64, 15.34], [-9.06, -11.40, 15.14], [-9.76, -10.64, 17.12], [-10.72, -12.66, 16.34], [-13.33, -7.73, 28.01], [-14.34, -7.83, 29.18], [-15.18, -6.94, 29.25], [-14.21, -8.78, 30.00], [-12.79, -8.67, 27.88], [-12.74, -6.83, 28.24], [-13.96, -7.50, 27.15], [-6.19, 2.56, 20.67], [-7.34, 1.64, 20.28], [-7.18, 0.48, 20.19], [-8.42, 2.20, 20.10], [-6.44, 2.90, 21.67], [-6.15, 3.41, 19.98], [-5.23, 2.04, 20.63], [-5.19, -3.93, 16.64], [-5.24, -5.42, 16.50], [-5.32, -6.15, 17.93], [-4.12, -6.01, 18.70], [-3.99, -4.81, 19.50], [-6.17, -5.78, 15.44], [-4.25, -3.53, 17.01], [-6.04, -3.53, 17.18], [-5.10, -3.39, 15.69], [-4.33, -5.80, 16.02], [-5.42, -7.22, 17.75], [-6.21, -5.76, 18.42], [-4.98, -4.75, 19.96], [-3.74, -3.86, 19.03], [-3.24, -4.89, 20.28], [-5.85, -5.54, 14.52], [-6.40, -6.76, 15.47], [-10.52, 3.08, 14.23], [-10.69, 4.60, 14.13], [-10.90, 5.25, 15.49], [-11.03, 6.67, 15.40], [-12.28, 7.04, 14.92], [-9.59, 5.26, 13.40], [-10.29, 2.69, 13.24], [-11.30, 2.41, 14.58], [-9.49, 2.91, 14.53], [-11.62, 4.83, 13.61], [-10.04, 5.04, 16.11], [-11.69, 4.68, 15.97], [-12.17, 8.12, 14.78], [-13.07, 6.84, 15.65], [-12.64, 6.64, 13.98], [-9.68, 6.18, 13.80], [-8.71, 5.06, 13.84], [-15.11, -11.02, 21.02], [-14.44, -11.34, 22.38], [-13.99, -12.77, 22.31], [-13.22, -13.08, 23.46], [-12.18, -14.05, 23.39], [-13.25, -10.52, 22.42], [-14.43, -11.30, 20.22], [-15.42, -9.98, 20.90], [-16.00, -11.64, 20.98], [-15.03, -11.20, 23.29], [-13.37, -12.80, 21.41], [-14.80, -13.49, 22.30], [-12.53, -15.06, 23.18], [-11.57, -14.07, 24.29], [-11.44, -13.93, 22.60], [-12.70, -10.50, 21.57], [-12.75, -11.01, 23.15], [-19.48, 1.65, 21.72], [-18.13, 0.98, 21.84], [-17.61, 0.81, 23.26], [-16.30, 0.19, 23.32], [-16.14, -0.55, 24.43], [-18.36, -0.21, 21.10], [-20.32, 0.97, 21.85], [-19.58, 2.05, 20.71], [-19.56, 2.49, 22.41], [-17.37, 1.50, 21.27], [-18.31, 0.17, 23.80], [-17.50, 1.76, 23.78], [-16.63, -1.51, 24.27], [-16.65, -0.13, 25.30], [-15.07, -0.54, 24.64], [-19.31, -0.46, 21.31], [-17.73, -0.92, 21.46], [-15.07, -6.50, 7.81], [-16.20, -5.88, 7.57], [-17.41, -6.05, 8.43], [-18.56, -5.70, 8.22], [-17.11, -6.74, 9.68], [-15.94, -7.28, 9.95], [-14.83, -7.35, 9.02], [-13.77, -7.99, 9.16], [-15.78, -7.87, 11.21], [-16.41, -5.21, 6.41], [-14.19, -6.39, 7.19], [-17.94, -6.76, 10.37], [-14.88, -8.18, 11.32], [-17.24, -4.72, 6.46], [-5.16, -8.78, 24.49], [-3.90, -8.76, 24.97], [-2.85, -9.63, 24.31], [-1.70, -9.62, 24.76], [-3.37, -10.53, 23.16], [-4.64, -10.45, 22.71], [-5.71, -9.68, 23.40], [-6.88, -9.58, 23.24], [-5.08, -11.14, 21.65], [-3.45, -7.99, 26.00], [-5.82, -8.16, 25.08], [-2.69, -11.18, 22.64], [-5.94, -10.82, 21.39], [-2.56, -8.20, 26.29], [-24.67, -7.36, 17.66], [-23.47, -7.79, 17.18], [-22.12, -7.22, 17.59], [-20.98, -7.56, 17.25], [-22.22, -6.17, 18.59], [-23.47, -5.73, 19.09], [-24.78, -6.33, 18.64], [-25.86, -6.15, 19.21], [-23.49, -4.73, 19.95], [-23.35, -8.81, 16.24], [-25.53, -7.93, 17.33], [-21.32, -5.66, 18.88], [-24.41, -4.57, 20.18], [-22.43, -8.91, 15.99]],
  "mulliken_charge": [-0.89, -0.06, -0.98, -0.79, -0.54, -0.61, -0.45, 0.36, 0.44, 0.38, 0.38, 0.40, 0.40, 0.39, 0.41, 0.28, 0.38, 0.45, 0.31, 0.44, 0.30, -0.69, 0.53, -0.74, -0.75, 0.28, 0.16, 0.20, 1.57, -0.63, -0.66, -0.64, -0.64, -0.62, 0.77, -0.49, -0.49, 0.28, 0.26, 0.28, -0.65, 0.85, -0.51, -0.52, 0.26, 0.28, 0.29, -1.40, 0.61, -0.62, -0.36, -0.61, -0.70, 0.31, 0.29, 0.39, 0.16, 0.32, 0.35, 0.31, 0.18, 0.27, 0.24, 0.24, -1.50, 0.43, -0.70, -0.38, -0.70, -0.73, 0.43, 0.38, 0.36, 0.23, 0.35, 0.36, 0.27, 0.31, 0.32, 0.32, 0.27, -1.32, 0.25, -0.65, -0.32, -0.79, -0.73, 0.39, 0.33, 0.34, 0.31, 0.36, 0.34, 0.32, 0.27, 0.33, 0.29, 0.29, -1.32, 0.42, -0.75, -0.32, -0.74, -0.64, 0.37, 0.34, 0.33, 0.25, 0.40, 0.31, 0.30, 0.33, 0.25, 0.24, 0.23, -0.75, 0.41, 0.68, -0.58, -0.69, 0.51, 0.58, -0.60, -0.53, -0.52, 0.42, 0.41, 0.33, 0.34, -0.68, 0.41, 0.86, -0.61, -0.94, 0.46, 0.65, -0.54, -0.52, -0.55, 0.38, 0.40, 0.33, 0.35, -0.86, 0.54, 0.61, -0.61, -0.77, 0.51, 0.73, -0.59, -0.49, -0.52, 0.41, 0.39, 0.33, 0.34]
}